[1]
Computed, not measured: a cluster of 13 separate species, C45H60Cl6N6O12 in total in a non-equilibrium geometry, with ωB97M-V with the def2-TZVPD basis set.

Positions of all 129 atoms, in Å:
C: -0.4853 -3.6748 -0.8298
O: -0.9586 -3.2144 -2.1037
C: -1.6047 -4.0032 -2.9607
O: -1.8646 -5.2112 -2.7146
O: -1.8650 -3.2865 -4.1205
C: -2.6165 -3.8682 -5.0958
H: -1.2779 -4.0024 -0.1570
H: 0.1409 -2.9711 -0.2814
H: 0.1620 -4.5497 -0.8902
H: -3.4867 -3.2392 -5.2840
H: -3.0074 -4.8460 -4.8147
H: -2.0049 -3.9497 -5.9943
C: -4.5552 -1.8366 -0.6041
O: -3.6965 -2.8866 -0.1295
C: -3.7987 -3.3435 1.1585
O: -4.7006 -3.0167 1.9238
O: -2.9445 -4.3275 1.3261
C: -2.9905 -4.9360 2.6199
H: -4.3205 -1.5301 -1.6235
H: -4.3743 -0.9539 0.0093
H: -5.6035 -2.1296 -0.6606
H: -2.5309 -5.9242 2.6028
H: -4.0170 -5.1893 2.8848
H: -2.5237 -4.2712 3.3467
C: 6.0453 -2.3557 -1.8383
O: 4.6957 -1.9376 -2.0461
C: 3.7708 -2.6262 -1.3068
O: 4.0379 -3.4914 -0.4865
O: 2.4931 -2.2121 -1.6319
C: 2.1289 -1.3343 -2.7244
H: 6.2011 -3.3682 -2.2107
H: 6.3648 -2.3582 -0.7962
H: 6.6579 -1.7464 -2.5029
H: 2.5019 -1.5435 -3.7270
H: 2.3841 -0.3124 -2.4436
H: 1.0519 -1.4037 -2.8769
C: 1.6607 5.1681 3.7357
O: 0.2500 4.9231 3.7919
C: -0.1815 3.7858 3.2910
O: 0.4916 2.9742 2.6144
O: -1.4548 3.5422 3.7966
C: -2.2327 2.4715 3.2363
H: 1.8484 5.8132 4.5940
H: 2.0756 5.8173 2.9646
H: 2.2920 4.2797 3.7536
H: -3.2674 2.7672 3.4093
H: -2.0041 1.5342 3.7436
H: -2.0866 2.3609 2.1618
N: 1.0801 3.8900 -3.8648
C: 0.3230 4.4397 -2.9107
C: 0.5559 4.3424 -1.5260
C: 1.7678 3.7707 -1.1262
C: 2.6360 3.2538 -2.1290
C: 2.2474 3.4072 -3.4666
H: -0.5977 4.8407 -3.3080
H: -0.1227 4.6593 -0.7479
H: 2.0459 3.6616 -0.0883
H: 3.5958 2.8564 -1.8335
H: 2.9353 3.0087 -4.1976
N: -3.0974 -1.4772 6.0460
C: -2.1657 -1.5792 5.0658
C: -2.4443 -1.2479 3.7197
C: -3.6993 -0.6593 3.4681
C: -4.6160 -0.4807 4.4886
C: -4.2939 -0.9279 5.7570
H: -1.2065 -2.0047 5.3211
H: -1.6698 -1.3625 2.9757
H: -3.9864 -0.4907 2.4407
H: -5.6066 -0.1505 4.2127
H: -4.9624 -0.7094 6.5766
N: 1.9299 -3.9276 -7.4736
C: 1.2796 -3.2179 -6.5331
C: 0.1940 -2.3736 -6.7666
C: -0.2511 -2.2324 -8.1005
C: 0.3701 -2.9424 -9.0837
C: 1.4292 -3.7868 -8.7565
H: 1.6378 -3.3078 -5.5182
H: -0.2464 -1.8566 -5.9269
H: -0.9816 -1.4766 -8.3486
H: 0.0947 -2.8014 -10.1184
H: 1.9149 -4.3440 -9.5440
N: 3.9222 1.3803 0.3072
C: 3.3865 1.3604 1.5821
C: 3.8676 0.5914 2.5583
C: 4.9369 -0.2415 2.3169
C: 5.4191 -0.3870 1.0274
C: 4.9385 0.4877 0.0670
H: 2.5057 1.9799 1.6642
H: 3.4552 0.6670 3.5536
H: 5.3155 -0.8232 3.1443
H: 6.2368 -1.0816 0.9035
H: 5.2091 0.3520 -0.9697
N: 0.9659 -1.0225 6.0747
C: 0.8039 -0.7947 7.3995
C: 0.9796 0.5032 7.9612
C: 1.3631 1.5408 7.1327
C: 1.4328 1.3202 5.7457
C: 1.2111 0.0461 5.2575
H: 0.6606 -1.6927 7.9822
H: 1.0505 0.6329 9.0310
H: 1.6137 2.5368 7.4667
H: 1.5403 2.1371 5.0474
H: 1.2940 -0.1749 4.2036
N: -3.4214 4.3112 -1.6373
C: -3.4532 5.5088 -2.3629
C: -3.2295 6.7136 -1.7356
C: -2.9689 6.7622 -0.4018
C: -2.8499 5.5659 0.3351
C: -3.0784 4.3849 -0.3517
H: -3.6359 5.4963 -3.4273
H: -3.3605 7.5538 -2.4015
H: -2.8494 7.7233 0.0762
H: -2.6950 5.6186 1.4026
H: -3.1090 3.4033 0.0977
C: 2.3968 -3.6410 2.7742
Cl: 0.6754 -4.0542 3.0833
Cl: 3.1261 -3.3672 4.3494
H: 2.8477 -4.4343 2.1779
H: 2.5342 -2.7438 2.1707
C: -1.1824 1.7957 -4.9765
Cl: -2.1948 3.1572 -5.4409
Cl: -1.9536 0.2142 -5.1506
H: -0.1887 1.7714 -5.4238
H: -0.9740 1.8516 -3.9080
C: 0.1722 1.0849 -0.3206
Cl: 0.0717 -0.0103 1.0795
Cl: -0.7613 0.5494 -1.6541
H: -0.1148 2.0644 0.0621
H: 1.1983 1.0429 -0.6857

As for the net charge: 0. Its frontier orbital gap is 9.7572 eV.



[2]
Computed, not measured: a structure of composition C22H24F3N4NiOS2 in a non-equilibrium geometry, with ωB97M-V with the def2-TZVPD basis set.

Positions of all 57 atoms, in Å:
Ni: 0.0354 0.5422 -1.6121
F: 5.4838 2.6397 -3.2294
C: 4.1436 2.6121 -3.1496
F: 3.7217 3.8715 -2.9637
F: 3.6773 2.1901 -4.3373
C: 3.6944 1.7039 -2.0347
C: 4.6202 1.0154 -1.2765
C: 4.1856 0.1489 -0.2766
C: 2.8314 -0.0164 -0.0948
N: 1.9203 0.6521 -0.8097
C: 2.3255 1.5304 -1.7629
S: 1.0268 2.3300 -2.5783
H: 5.6769 1.1457 -1.4657
H: 4.8855 -0.3951 0.3403
H: 2.4502 -0.6927 0.6619
N: -1.4208 3.9619 8.3664
C: -1.4777 3.6243 7.2699
C: -1.5399 3.2027 5.9028
C: -2.7340 3.2836 5.1930
C: -2.7883 2.8775 3.8731
C: -1.6499 2.3855 3.2463
C: -0.4554 2.3032 3.9562
C: -0.3991 2.7088 5.2744
N: -1.7085 1.9700 1.8831
C: -2.8163 1.9839 1.0627
C: -2.4144 1.5093 -0.1426
N: -1.0754 1.2028 -0.0743
C: -0.6833 1.4870 1.1482
H: -3.6193 3.6682 5.6796
H: -3.7268 2.9528 3.3442
H: 0.4438 1.9257 3.4926
H: 0.5301 2.6472 5.8232
H: -3.7828 2.3267 1.3803
H: -2.9815 1.3886 -1.0497
H: 0.3252 1.3739 1.5003
C: -3.2432 -3.7693 -0.9867
C: -2.6040 -3.9422 -2.3672
C: -2.3378 -2.6269 -3.0973
S: -1.1995 -1.5441 -2.1722
O: -1.1348 -0.2622 -2.9947
C: 0.3811 -2.4215 -2.4757
C: 0.9089 -3.0140 -1.1711
C: 2.3343 -3.5346 -1.3327
H: -3.3537 -4.7357 -0.4974
H: -4.2347 -3.3223 -1.0706
H: -2.6392 -3.1347 -0.3380
H: -3.2731 -4.5318 -2.9949
H: -1.6765 -4.5152 -2.2824
H: -3.2437 -2.0273 -3.2011
H: -1.8931 -2.7703 -4.0819
H: 1.0511 -1.6503 -2.8681
H: 0.2431 -3.1828 -3.2436
H: 0.2541 -3.8254 -0.8449
H: 0.8750 -2.2430 -0.3951
H: 2.3672 -4.3420 -2.0652
H: 2.7127 -3.9254 -0.3889
H: 3.0017 -2.7405 -1.6706

Its multiplicity is 3. As for the net charge: +1. For the energy relative to the best compared isomer or geometry (same formula, charge and spin), the calculation gives 0.935 eV. Its frontier orbital gap (spin up / spin down) is 8.4410 / 7.1475 eV.



[3]
Computed, not measured: an isolated molecule of CHF3N3P3 in a non-equilibrium geometry, with ωB97M-V with the def2-TZVPD basis set.

Positions of all 11 atoms, in Å:
C: -1.2138 1.4487 -0.0376
N: 1.2288 0.0588 1.8837
N: -1.0525 -1.3520 -0.0790
N: 1.4059 -1.6284 -0.4469
F: -0.0425 1.2361 -0.6832
F: -2.0874 1.9342 -0.9307
F: -0.8968 2.3039 0.9293
P: 2.3149 -0.4287 1.0333
P: 0.0367 -1.6430 -1.2539
P: -1.8588 -0.2429 0.6987
H: 2.1655 -1.6867 -1.1136

As for the net charge: 0. For the energy relative to the best compared isomer or geometry (same formula, charge and spin), the calculation gives 3.046 eV. Its frontier orbital gap is 6.8180 eV.



[4]
Computed, not measured: a structure of composition C2H3NO5 in a non-equilibrium geometry, with ωB97M-V with the def2-TZVPD basis set.

Positions of all 11 atoms, in Å:
C: -0.3750 0.0073 -0.0327
O: -1.8352 -1.1487 -0.0456
C: -2.9372 -0.6025 -0.1921
O: -3.2339 0.6881 -0.3412
O: 0.4019 -0.9388 0.1222
O: 3.3367 1.5493 0.1357
N: 4.0191 0.4925 0.2956
O: 5.3006 0.3191 0.4218
H: -0.4593 0.4601 -1.0453
H: -0.6182 0.6431 0.8470
H: -3.5994 -1.4694 -0.1653

As for the net charge: 0. For the energy relative to the best compared isomer or geometry (same formula, charge and spin), the calculation gives 8.765 eV. Its frontier orbital gap (spin up / spin down) is 7.6917 / 5.0340 eV.



Look up the net charge of the first one. 0



net charge of number 2 (C22H24F3N4NiOS2)? +1



Among the records above, which one has the highest net charge? C22H24F3N4NiOS2



Which value of net charge does entry 2 give? +1